1.
Below is a molecular structure, C27H29NO10 in a non-equilibrium geometry, with properties calculated with ωB97M-V with the def2-TZVPD basis set.

Computed properties:
- multiplicity = 1
- gap between HOMO and LUMO (eV) = 4.79

Element x y z (Å)
O1 -3.2187 4.9894 -3.6353
O2 -0.6229 -2.6113 1.2136
O3 -0.9660 2.9722 -1.5726
O4 2.3263 -0.7818 1.5999
O5 0.5983 1.4855 -1.8629
O6 -3.0542 1.3451 -7.4722
O7 2.9230 -2.0924 4.2913
O8 0.2086 2.2723 0.2341
O9 3.9902 -6.1016 0.9987
O10 1.9365 0.7158 6.6607
N1 -0.8974 -0.3935 0.8371
C1 4.7214 -4.7482 2.7785
C2 -2.2635 2.8054 -0.9592
C3 -2.0512 0.2856 1.4187
C4 -2.0179 2.2702 -5.5708
C5 2.1779 -3.4489 2.5113
C6 -3.0877 2.1811 -6.5959
C7 -4.2047 3.1564 -6.5065
C8 -1.7407 -2.1716 -0.8117
C9 4.4520 -3.7427 3.6059
C10 3.7401 -5.1839 1.7509
C11 1.1407 0.9467 4.4564
C12 -3.1398 0.8836 0.4847
C13 -2.6887 1.3281 -0.9163
C14 1.2386 0.5717 3.1837
C15 1.8728 0.8974 -1.5075
C16 2.0243 0.3722 5.5017
C17 3.1592 -3.0126 3.5365
C18 1.7595 -0.6203 -1.4215
C19 2.4510 -4.4548 1.6844
C20 -1.0627 -1.7588 0.4742
C21 3.1232 -1.0155 3.8023
C22 3.0236 -0.6397 5.0735
C23 2.2384 -0.4383 2.7614
C24 -3.1746 4.1578 -4.5173
C25 -4.2455 4.0718 -5.5427
C26 -0.0098 2.2544 -0.9539
C27 -2.0547 3.1864 -4.6060
H1 -1.2138 1.5502 -5.6567
H2 -1.2864 3.2625 -3.8479
H3 -1.6812 1.0693 2.0807
H4 -1.0134 -2.7302 -1.4059
H5 2.2678 1.3405 -0.5953
H6 2.5487 1.1602 -2.3234
H7 1.2401 -2.9095 2.4713
H8 5.1509 -3.4076 4.3621
H9 -2.2543 3.2417 0.0412
H10 3.8407 -1.7525 3.4663
H11 0.4208 1.6824 4.7915
H12 1.5489 -0.9516 -0.4048
H13 -4.0155 0.2334 0.4282
H14 -3.4934 1.7866 0.9926
H15 0.6104 0.9778 2.4006
H16 3.6550 -1.0465 5.8528
H17 -4.9728 3.0732 -7.2648
H18 -3.5434 1.2048 -1.5874
H19 0.9787 -0.9686 -2.1005
H20 1.7496 -4.7871 0.9296
H21 -2.5292 -0.4508 2.0708
H22 2.7142 -1.0579 -1.7151
H23 -0.4272 0.1525 0.1291
H24 -2.9368 3.4067 -1.5682
H25 -2.5411 -2.8721 -0.5661
H26 5.6557 -5.2943 2.8089
H27 -1.8925 0.7149 -1.3375
H28 -2.1354 -1.3520 -1.4038
H29 -5.0501 4.7908 -5.4552

2.
Below is a molecular structure, C27H30BrF15NO7PS2Ti, with properties calculated with ωB97M-V with the def2-TZVPD basis set.

Computed properties:
- multiplicity = 3
- energy above the lowest of the compared OMol25 structures with the same formula, charge and spin (kJ/mol) = 37.3
- total charge = -2
- gap between HOMO and LUMO (alpha / beta) (eV) = 6.40 / 6.49
- ⟨S²⟩ = 2.01

Element x y z (Å)
Br1 -1.9332 -3.1873 5.7645
Ti1 -0.5616 -1.0208 -1.7646
S1 -4.8614 1.3394 -1.8208
S2 -2.1137 1.2144 -1.4124
P1 0.9010 0.9407 1.8597
F1 -0.9521 4.0058 -2.7812
F2 3.9535 0.1380 -2.2918
F3 -7.3355 1.3251 -0.9404
F4 3.0996 -1.8420 -2.3340
F5 2.1418 -0.7015 -5.9340
F6 -6.2387 -0.4752 -0.4526
F7 1.6345 -2.3107 -4.5798
F8 2.2642 2.1267 -2.9741
F9 4.1451 -1.0797 -4.0697
F10 -2.6199 4.7199 -1.6018
F11 -2.8378 4.4627 -3.7428
F12 0.1775 -0.7897 -5.0342
F13 1.1748 1.7418 -4.7948
F14 -5.8658 1.3523 0.6465
F15 3.3220 1.4726 -4.7421
O1 1.0428 -0.1699 -2.5967
O2 -5.2910 0.6642 -3.0162
O3 1.9777 -3.6658 0.1766
O4 -1.6701 0.6375 -2.7405
O5 -1.3422 0.2673 -0.4419
O6 -4.9226 2.7840 -1.8435
O7 0.4438 -2.2528 -0.6120
N1 -3.6267 0.7307 -1.1108
C1 -1.2270 -4.3633 -2.1230
C2 1.6028 1.2423 3.5771
C3 2.1850 1.3147 -4.0289
C4 -1.4609 2.3465 2.0566
C5 -1.3465 -3.3384 -3.0583
C6 0.9389 -3.0253 0.2880
C7 -2.7043 -2.8583 -1.2706
C8 0.5266 3.8506 2.0048
C9 1.9511 -0.1640 -3.5714
C10 -6.1309 0.8523 -0.5667
C11 2.8396 2.1186 3.7799
C12 3.3047 -0.7571 -3.0628
C13 3.2851 -0.1705 0.9927
C14 1.8012 -0.1071 4.2766
C15 0.6995 -3.8488 2.6356
C16 0.0764 -3.8946 3.8728
C17 3.0485 2.2626 0.3436
C18 -0.0386 2.5177 1.5151
C19 -0.9670 -2.3259 1.8213
C20 -1.0730 -3.1463 4.0588
C21 -1.6069 -2.3626 3.0527
C22 2.3101 0.9586 0.6448
C23 -2.2669 3.9930 -2.6454
C24 -2.0633 -4.0685 -1.0248
C25 0.1879 -3.0688 1.6046
C26 -2.2656 -2.3707 -2.5399
C27 1.4713 -0.9982 -4.8024
H1 2.7216 3.1170 3.3633
H2 0.4765 -4.4939 4.6796
H3 4.0382 -0.2702 0.2085
H4 3.8093 0.0191 1.9323
H5 0.5549 3.8833 3.0974
H6 -2.0941 3.1847 1.7526
H7 3.7209 1.6678 3.3218
H8 -0.8803 -3.3020 -4.0338
H9 2.6537 -0.6451 3.8552
H10 1.8208 0.6608 -0.2906
H11 0.9266 -0.7486 4.1621
H12 2.7744 -1.1311 1.0787
H13 2.3740 3.0146 -0.0670
H14 -0.1006 2.5416 0.4214
H15 -0.5504 -5.2044 -2.1900
H16 3.0502 2.2238 4.8505
H17 -3.4257 -2.3559 -0.6408
H18 -0.1259 4.6659 1.6766
H19 1.9929 0.0351 5.3455
H20 -1.9142 1.4247 1.6959
H21 -2.5005 -1.7779 3.2241
H22 -1.3646 -1.7006 1.0353
H23 -2.8011 -1.6342 -3.1273
H24 0.7582 1.7383 4.0739
H25 3.5379 2.6807 1.2243
H26 1.5293 4.0560 1.6343
H27 1.6033 -4.4123 2.4442
H28 3.8187 2.0768 -0.4107
H29 -2.1345 -4.6492 -0.1146
H30 -1.4532 2.3187 3.1522

3.
Below is a molecular structure, C27H30ClIN8O4RuS2 in a non-equilibrium geometry, with properties calculated with ωB97M-V with the def2-TZVPD basis set.

Computed properties:
- multiplicity = 2
- energy above the lowest of the compared OMol25 structures with the same formula, charge and spin (kJ/mol) = 274.1
- total charge = +1
- gap between HOMO and LUMO (alpha / beta) (eV) = 7.51 / 6.76
- ⟨S²⟩ = 0.76

Element x y z (Å)
I1 2.3041 -3.3875 -4.2685
Ru1 0.1605 -0.8742 -0.2741
Cl1 6.8350 -1.4235 -1.4469
S1 -1.6312 3.0869 -2.6018
S2 -0.8213 1.8870 1.8451
O1 0.0677 1.4334 2.8785
O2 -0.9167 3.2715 1.4811
O3 0.7458 -3.0025 0.9667
O4 0.9817 -1.9553 -1.6540
N1 -0.3800 1.0485 0.5004
N2 -1.0322 0.3741 -2.2155
N3 -2.8830 1.3187 -1.0548
N4 2.0574 -0.6394 0.3086
N5 -6.2326 0.2229 3.5408
N6 0.3406 2.9693 -0.8290
N7 1.3778 0.8464 -2.4092
N8 -0.3008 1.6976 -0.7334
C1 -3.5225 2.1771 2.0359
C2 0.3242 5.0167 -2.1070
C3 -0.2072 3.6634 -1.7380
C4 0.0358 -0.0786 -4.2413
C5 0.1074 -2.8341 2.2451
C6 4.7925 -0.2543 0.6016
C7 3.1283 -2.3996 -2.6400
C8 1.2665 0.4321 -3.6164
C9 0.4421 -4.3182 0.4284
C10 4.5352 -2.2557 -2.5553
C11 2.3188 -1.8737 -1.6701
C12 0.2582 0.5969 -1.6059
C13 4.3137 -1.0000 -0.4980
C14 0.8247 5.7904 -0.8902
C15 3.9047 0.2586 1.5016
C16 -3.8643 -0.1911 3.4446
C17 -4.9799 0.6063 3.1510
C18 -1.6882 1.5589 -1.6627
C19 2.5239 0.0520 1.3275
C20 2.9315 -1.1726 -0.6035
C21 5.1108 -1.5826 -1.5191
C22 -4.7862 1.7997 2.4400
C23 -1.1055 -0.0050 -3.5568
C24 -2.4257 1.3632 2.3094
C25 -1.4052 -2.8431 2.1578
C26 -2.6038 0.1950 3.0411
C27 1.6478 -4.9083 -0.2578
H1 1.1337 4.8565 -2.8242
H2 -3.3507 2.1124 -0.6443
H3 -2.0854 -0.2287 -3.9559
H4 -1.7825 -2.0988 1.4470
H5 1.6429 5.2631 -0.4039
H6 -0.4569 5.5676 -2.6343
H7 -3.3724 3.1208 1.5262
H8 1.9587 -4.3132 -1.1082
H9 -1.7406 -0.3932 3.3206
H10 1.1772 6.7731 -1.1983
H11 -6.9864 0.8845 3.4981
H12 0.4857 -1.8936 2.6513
H13 2.4811 -4.9957 0.4403
H14 -6.3350 -0.5212 4.2067
H15 -1.8433 -2.6063 3.1268
H16 1.3993 -5.9063 -0.6220
H17 0.0290 5.9182 -0.1568
H18 -3.9970 -1.0991 4.0208
H19 -2.9318 0.4759 -0.4986
H20 -5.6342 2.4410 2.2328
H21 -0.4138 -4.2422 -0.2447
H22 0.0532 -0.4074 -5.2685
H23 1.8018 0.4584 2.0224
H24 0.4431 -3.6414 2.9021
H25 2.1489 0.5200 -4.2448
H26 5.8560 -0.0940 0.7142
H27 0.1598 -4.9578 1.2682
H28 4.2372 0.8391 2.3498
H29 5.1606 -2.6847 -3.3257
H30 -1.7886 -3.8142 1.8472